# C32H34BrFN4NiS

A molecular structure, C32H34BrFN4NiS (ωB97M-V/def2-TZVPD, OMol25).

Last column: Löwdin charge in e.
Element x y z (Å)
1 H 4.3594 1.7690 1.3037  0.10
2 H -1.8982 0.5959 -5.2252  0.10
3 H -0.9548 -1.5894 -4.5708  0.11
4 H 0.3766 -2.3223 -1.1954  0.11
5 H -0.8612 4.1094 3.8787  0.12
6 H -0.5870 -4.3377 -2.1030  0.08
7 C 2.4420 -1.3816 0.0674  -0.27
8 H 4.6022 0.4897 -2.4727  0.10
9 N 1.2454 1.4143 2.0332  -0.08
10 H -2.2660 -0.3459 -0.8177  0.08
11 C -1.7153 2.4902 -0.0233  -0.05
12 Ni -0.0546 -0.0989 1.2983  0.24
13 C -0.8929 -0.7506 -3.8873  -0.04
14 H 4.1610 -2.5157 0.5682  0.12
15 H 2.2245 1.0483 -2.2338  0.12
16 C -1.3819 1.5221 -3.3617  -0.05
17 C -0.7901 2.6439 -1.2350  -0.35
18 C -0.0580 5.6920 2.6338  -0.10
19 H 1.2601 -2.7511 -4.0940  0.08
20 C -3.7647 -2.9981 0.6178  -0.04
21 H 1.1493 2.3686 -0.3080  0.04
22 C -1.5824 -1.2007 1.0138  -0.12
23 N 3.5565 1.2284 1.5721  0.14
24 H -1.8180 2.4759 -3.6380  0.11
25 C 0.8807 3.3933 2.9937  -0.61
26 C 0.1096 4.5194 3.6004  -0.23
27 C -3.2195 -4.1335 2.7461  -0.04
28 H -1.2492 1.9088 0.7702  0.03
29 N 0.3538 2.2859 2.6263  0.02
30 Br -0.0554 -0.8634 3.5800  1.00
31 C 1.4497 -2.7295 -3.0172  -0.04
32 H -2.7200 -4.9615 4.6424  0.10
33 C -1.2693 -2.2862 3.2341  -0.54
34 C -3.5236 -1.9796 -0.2517  -0.08
35 C 1.8186 -0.3667 -0.6837  -0.28
36 C -0.2977 -0.9287 -2.6446  -0.13
37 C -2.4294 -1.0992 -0.0619  -0.09
38 H 1.1804 3.4060 -1.7369  0.08
39 C -1.4324 0.4691 -4.2560  -0.08
40 H -1.1040 -3.5217 -3.5745  0.07
41 C -1.9172 -2.1999 1.9849  -0.21
42 C -0.9105 -3.3764 -2.5094  -0.06
43 H 5.6231 -1.2927 -1.0589  0.10
44 H -0.9942 -3.2168 5.1294  0.10
45 H -0.5908 5.3746 1.7372  0.06
46 H 0.6033 4.8527 4.5159  0.11
47 H 0.9082 6.0968 2.3279  0.07
48 C -0.7653 1.4056 -2.1166  -0.15
49 C 4.0019 -0.0414 -1.7444  -0.10
50 H -1.9546 3.4709 0.3978  0.07
51 C 0.6034 3.1383 -0.8489  -0.06
52 C 4.5780 -1.0341 -0.9569  -0.11
53 F 1.6964 -2.1086 0.9368  0.04
54 H -4.0079 -4.8505 2.5494  0.11
55 S 2.5891 3.4827 2.6683  1.11
56 H 2.2713 -2.0386 -2.8339  0.06
57 H -1.2334 3.4246 -1.8607  0.12
58 C -1.5210 -3.2233 4.1854  -0.12
59 C -2.5106 -4.1935 3.9095  -0.08
60 C 2.4652 1.8860 2.0047  -0.67
61 C 2.6627 0.2786 -1.6111  -0.03
62 H -2.6494 2.0034 -0.3048  0.08
63 N 0.4935 -0.0201 -0.5278  -0.01
64 H -1.8465 -3.1030 -2.0248  0.06
65 C -2.9670 -3.1305 1.7766  -0.17
66 H -4.1516 -1.8503 -1.1256  0.11
67 H 1.7698 -3.7292 -2.7140  0.08
68 H 3.4163 0.3698 1.0538  0.06
69 H 0.5314 4.0280 -0.2160  0.07
70 C 0.1758 -2.3243 -2.2665  -0.36
71 H -4.5751 -3.6987 0.4537  0.11
72 C 3.7768 -1.7129 -0.0482  -0.04
73 H -0.6253 6.4941 3.1050  0.08
74 C -0.1900 0.1707 -1.7556  -0.21

HOMO-LUMO gap (spin up / spin down): 7.22 / 7.18 eV

=====

# C4H6N2O

2 unconnected molecules or ions with the total composition C4H6N2O (ωB97M-V/def2-TZVPD, OMol25).

Last column: Löwdin charge in e.
Element x y z (Å)
1 H -3.4319 -1.7331 -0.0122  0.08
2 H -2.0694 -0.4454 -0.1750  0.07
3 C 0.9638 1.8837 -0.0114  -0.18
4 C 0.9235 -0.3151 0.1520  -0.12
5 H 0.8059 2.9480 0.1081  0.10
6 C -2.3571 -1.4827 0.0817  -0.13
7 N 1.7645 0.1137 -0.8166  -0.05
8 C 0.3748 0.8198 0.7069  -0.10
9 O -1.5469 -2.2984 0.4468  -0.02
10 H 2.3383 -0.4463 -1.4262  0.15
11 H 0.7562 -1.3636 0.3562  0.10
12 N 1.8073 1.4480 -0.9359  0.01
13 H -0.3289 0.8715 1.5257  0.09

HOMO-LUMO gap: 10.10 eV
SMILES: c1cn[nH]c1.C=O
energy relative to the best compared isomer or geometry (same formula, charge and spin): 193.48 kJ/mol

=====

# C17H17NOS

C17H17NOS in the gas phase (ωB97M-V/def2-TZVPD, OMol25).

Last column: Löwdin charge in e.
Element x y z (Å)
1 C 0.3229 -0.2150 0.4804  -0.20
2 C 1.0230 -0.8830 -3.0952  -0.02
3 C 0.1155 -2.7885 0.5525  -0.03
4 C -0.3085 -1.4920 0.9568  -0.13
5 O -0.2565 2.4451 -0.4384  -0.13
6 H -0.0016 -4.9129 0.7842  0.10
7 H -1.7309 3.2397 -1.4476  0.10
8 C 0.3815 2.1638 0.8168  -0.40
9 H 0.0848 2.8429 1.5646  0.12
10 C -1.4469 -3.9389 2.1718  -0.09
11 H 1.9568 3.2786 -0.2642  0.11
12 C 2.3972 -0.5961 -3.2599  -0.06
13 H 2.9836 -0.8315 -4.1134  0.09
14 H -0.4463 -1.1972 -1.7061  0.11
15 H 4.0425 0.3418 -2.4330  0.09
16 C 2.9992 0.1950 -2.2599  -0.06
17 C 0.4885 -0.7441 -1.7857  -0.08
18 H -2.7426 -2.7286 3.2718  0.11
19 C -1.9740 -2.6503 2.4399  -0.08
20 H 2.1326 3.2009 1.4769  0.06
21 C -0.4307 -3.9650 1.1482  -0.07
22 C -1.5082 3.0406 -0.4237  -0.25
23 H -1.6603 -0.4944 2.4422  0.09
24 H -1.4402 4.0807 0.0627  0.13
25 H -1.9022 -4.7347 2.7663  0.10
26 H -3.6536 2.7039 0.1678  0.07
27 C 1.8341 2.6077 0.6340  -0.31
28 H -2.6653 1.1753 0.0321  0.05
29 N 0.0853 0.8122 1.2295  0.16
30 C 1.0429 -0.1571 -0.7920  -0.25
31 C -1.2874 -1.4193 2.0227  0.01
32 H 0.7858 -2.8480 -0.2373  0.08
33 C -2.6835 2.2162 0.2821  -0.06
34 H -2.5080 2.1633 1.3722  0.06
35 S 3.0812 1.1766 0.4256  0.91
36 C 2.3522 0.3438 -0.9786  -0.43
37 H 0.5370 -1.4318 -3.8661  0.09

HOMO-LUMO gap: 8.65 eV
SMILES: CCO[C@@H]1CSc2ccccc2C(c2ccccc2)=N1
energy relative to the best compared isomer or geometry (same formula, charge and spin): 358.93 kJ/mol

=====

# C60H140O30

10 unconnected molecules or ions with the total composition C60H140O30 (ωB97M-V/def2-TZVPD, OMol25).

Last column: Löwdin charge in e.
Element x y z (Å)
1 H -0.3141 -0.7325 -2.0731  0.11
2 O 0.3347 -4.2790 4.4710  -0.20
3 C -2.0860 0.2668 2.9207  -0.20
4 H -3.9450 -2.9232 2.5188  0.06
5 H 1.5560 -5.3095 3.2152  0.13
6 C 2.0608 -10.1493 6.4961  -0.13
7 H 6.0985 1.3723 -2.5449  0.13
8 C -0.9879 0.8037 -0.6331  -0.17
9 H 5.1803 -3.8145 -4.9738  0.08
10 H -1.3473 -6.1462 3.5200  0.13
11 C -7.7081 3.4875 7.1032  -0.16
12 H 0.4947 2.6284 4.1408  0.09
13 C -0.6419 4.8130 3.3337  -0.18
14 H -5.6034 0.8299 3.1920  0.16
15 H 7.7741 -4.7686 -1.8854  0.07
16 C 4.2021 0.9101 1.2303  -0.18
17 H -9.5123 -4.3224 3.9138  0.08
18 H -1.1483 -2.6686 3.6184  0.08
19 H 0.0566 -0.4391 -4.3418  0.09
20 C -10.0894 3.0545 7.1303  -0.09
21 H 1.6845 -4.1996 -2.9208  0.08
22 H 2.1515 -0.4190 2.0342  0.11
23 O -0.2040 1.0692 -2.8031  -0.19
24 C -1.1348 -1.8943 2.8514  -0.09
25 C 1.6456 -3.3039 -0.2510  -0.17
26 O 1.5072 -2.7079 -1.5063  -0.22
27 H -4.5114 3.8484 1.9796  0.13
28 O 3.9892 -3.4463 -0.1045  -0.19
29 C -9.3212 -4.9068 3.0138  -0.08
30 O -8.7962 2.5997 6.7958  -0.21
31 H 2.6672 8.3157 -4.7947  0.08
32 C 2.1165 7.4141 -4.5263  -0.07
33 O -10.2470 -4.7872 1.9199  -0.13
34 H -4.8446 0.9070 6.0891  0.15
35 C 1.8422 -1.4563 5.8789  -0.09
36 H 4.8406 -0.3056 -2.0912  0.12
37 C 2.7671 1.0350 -11.1375  -0.19
38 H -8.0409 -1.8591 3.9767  0.12
39 H 0.8000 5.4194 -5.9991  0.12
40 O 0.3033 -7.1760 4.1165  -0.18
41 O -6.6667 1.9872 5.6228  -0.05
42 C 6.5215 4.0315 -1.6920  -0.10
43 H 6.8862 -3.2690 -4.6019  0.10
44 H -0.1853 4.6299 -0.2234  0.11
45 O 3.9941 0.3977 -3.7403  -0.12
46 H -0.2826 -6.7887 2.2377  0.13
47 H -4.7256 2.0611 4.7564  0.12
48 H 9.0328 -4.8951 -0.8688  0.08
49 H 6.3846 -0.2671 2.7093  0.07
50 H -1.5413 -2.4301 1.9936  0.07
51 H -4.9376 -3.2507 -0.2999  0.12
52 H -1.3617 0.8023 3.5345  0.12
53 H 3.0764 4.6579 -12.2556  0.12
54 H -3.1535 5.0730 1.8668  0.13
55 H 4.0279 1.8952 -13.3019  0.12
56 O 6.6993 0.8479 0.9392  -0.17
57 H 1.0016 1.7391 -10.1649  0.13
58 O -3.0030 3.7867 3.5044  -0.15
59 H -0.3327 -10.1263 5.6515  0.13
60 C -3.8557 -3.8473 1.9477  -0.11
61 C -10.3646 -3.5181 1.4304  -0.26
62 H 7.3989 4.0961 -2.3354  0.08
63 H 3.6536 2.4039 -3.9589  0.11
64 C -9.3950 -3.2630 0.3241  -0.20
65 H 2.8947 -5.0701 -0.9812  0.12
66 H -6.5834 -1.7739 3.1753  0.09
67 H 5.9294 2.6986 -3.8545  0.13
68 H 5.7676 -4.1034 -3.3913  0.07
69 H -7.0503 -4.5637 -0.3462  0.13
70 H 1.4635 -5.5713 5.7547  0.10
71 O 1.5792 5.2798 -1.0597  -0.18
72 C 0.3209 4.6124 -1.1886  -0.20
73 H 2.1680 4.3788 -5.8317  0.11
74 H 2.8425 -10.8507 6.2044  0.09
75 H 2.1688 7.3268 -3.4411  0.09
76 H 1.7369 -2.5227 0.5036  0.11
77 H 0.6615 -3.7571 -0.1320  0.11
78 H 3.3428 1.9219 -2.4838  0.12
79 H -9.5208 -4.1274 -0.3278  0.14
80 H -10.2769 3.1730 8.1975  0.09
81 H 1.0390 2.3216 -7.4656  0.08
82 H 0.0656 -8.5210 6.4193  0.13
83 C -6.3672 2.8306 6.7364  -0.14
84 H 3.8438 -2.2710 3.9314  0.13
85 H -0.9494 1.8922 -0.5903  0.12
86 H 3.3290 1.5623 1.2527  0.12
87 O 2.3842 1.2532 -8.7685  -0.15
88 H 6.1338 5.0457 -1.5951  0.09
89 O 1.5765 -9.5060 5.3479  -0.16
90 C -0.3132 -6.3031 3.2131  -0.20
91 H 0.5211 3.5665 -1.4212  0.10
92 H 5.3853 -4.9990 -0.5232  0.12
93 O -0.1846 3.7850 2.4193  -0.18
94 C 2.9429 -1.6880 3.7401  -0.16
95 O 2.7010 6.1587 -5.0314  -0.20
96 H 6.0138 6.4352 -13.6032  0.09
97 O 0.0954 5.6842 -3.3605  -0.14
98 H -5.1144 -0.5819 4.0714  0.14
99 H -6.3129 7.9433 1.9170  0.09
100 O 4.9198 4.7777 -13.1422  -0.20
101 C 1.6360 5.1918 -5.3377  -0.18
102 H -2.0603 5.3880 4.6593  0.11
103 O -5.4940 6.1391 2.2370  -0.14
104 C 2.5545 4.7446 -0.1442  -0.07
105 C -0.2917 -8.4330 4.3366  -0.17
106 O 2.8756 2.3243 -11.6357  -0.17
107 C 3.6533 4.1482 -13.0272  -0.16
108 C -0.0488 0.2596 -1.7078  -0.22
109 O 5.3595 3.3512 -2.1501  -0.23
110 O 5.4876 -2.0458 -3.9633  -0.18
111 H -10.7650 2.2807 6.7658  0.09
112 H 3.0874 4.0978 -13.9574  0.12
113 H -0.2652 1.1319 -4.8502  0.08
114 H -1.9808 0.5616 -1.0120  0.12
115 H -0.2801 -5.5526 5.9906  0.09
116 C 0.2117 -9.1856 5.5678  -0.20
117 H 2.5432 0.3791 -11.9788  0.12
118 C -5.8790 7.4435 2.7831  -0.07
119 H -8.3384 -4.4742 2.8269  0.06
120 H -0.1635 -1.4184 2.7161  0.10
121 H 4.2460 -2.6819 -2.4931  0.10
122 C 2.8325 -4.3337 -0.1800  -0.11
123 C 0.9808 -3.4316 -2.5997  -0.09
124 C 5.5209 2.1859 -2.9837  -0.14
125 H -1.1947 5.9868 -1.8704  0.12
126 H 1.2906 -0.7529 6.5026  0.09
127 C 4.9969 6.1872 -13.2992  -0.11
128 H -6.1548 2.1582 7.5675  0.14
129 H 1.0164 -2.1280 5.6444  0.05
130 C -2.0248 0.5946 1.4394  -0.17
131 C 8.3232 -4.1329 -1.1908  -0.10
132 C 3.9080 2.6714 -12.5460  -0.16
133 H 5.5569 2.3188 2.1038  0.12
134 H 4.6612 6.7246 -12.4123  0.09
135 H 7.4232 1.0038 2.9494  0.09
136 O 2.4414 -0.8516 4.7358  -0.18
137 H 1.3215 0.8622 -4.1534  0.08
138 H 0.6694 -4.1404 6.4059  0.08
139 C 1.0281 4.7199 -3.9818  -0.16
140 O -0.8754 0.2311 0.6652  -0.14
141 O -5.1514 -4.1713 1.4832  -0.17
142 H 0.8827 -2.8082 -3.4885  0.08
143 H 0.7623 0.5792 -7.4923  0.08
144 H 3.3926 5.4136 0.0508  0.09
145 H 1.2847 0.0383 -9.8647  0.12
146 C -5.3849 1.3481 5.2514  -0.08
147 H 2.4989 -9.5096 7.2623  0.09
148 C -0.6456 5.1286 -2.2577  -0.16
149 H 1.9675 4.4227 -3.5157  0.12
150 H 1.6190 3.4215 3.1893  0.09
151 H 6.9581 3.5460 -0.8192  0.07
152 H -1.5774 3.8702 5.0642  0.12
153 O -7.1799 0.0390 4.2185  0.04
154 C 5.5558 1.7114 1.1987  -0.15
155 O 7.6824 -3.5257 -0.0286  -0.18
156 H -9.7822 -2.3938 -0.2075  0.13
157 H -2.8611 0.0868 0.9590  0.13
158 H -1.3440 4.3429 -2.5458  0.12
159 H -5.6622 -2.2152 0.9420  0.11
160 H 2.1293 -2.4075 3.6486  0.09
161 C 1.5155 1.3551 -7.6295  -0.09
162 C 0.6591 2.9126 3.1015  -0.14
163 H -5.0713 8.0370 3.2115  0.08
164 H 3.7667 0.7536 -10.8065  0.13
165 H 6.3889 -2.6968 -1.4077  0.10
166 C 5.2359 -4.0770 0.0388  -0.17
167 H -3.3357 -4.5431 2.6061  0.09
168 C -7.0392 -3.5046 -0.0885  -0.14
169 C 5.8718 -3.4164 -4.2312  -0.08
170 H 3.3804 -1.5814 1.5713  0.10
171 H 5.4472 2.4057 0.3654  0.09
172 H 3.3597 -2.1510 -3.9023  0.12
173 C 4.0937 1.7081 -3.2445  -0.21
174 C 0.5004 -5.0557 3.3116  -0.21
175 C -5.6333 -3.2275 0.5389  -0.19
176 H 4.4248 6.5640 -14.1471  0.08
177 H -9.0660 -5.9341 3.2741  0.09
178 H 0.6602 1.9108 2.6720  0.08
179 O -8.0781 -3.1192 0.8064  -0.16
180 C 6.3750 -2.9822 -0.3558  -0.13
181 C 0.2686 0.5941 -4.0666  -0.07
182 H -0.9699 5.6519 2.7199  0.12
183 H 0.1702 5.2940 3.8789  0.14
184 H -10.2366 3.9769 6.5683  0.09
185 O 4.1473 0.0768 2.3593  -0.16
186 C -3.7874 4.4650 2.5121  -0.17
187 H 1.2662 -10.7100 6.9883  0.08
188 H -3.1254 -3.5466 1.1964  0.08
189 H 2.5416 -2.0927 6.4211  0.09
190 H 0.1954 -4.4596 2.4516  0.11
191 C -5.7529 0.2993 4.1324  -0.08
192 H 3.0865 -0.6596 -2.1130  0.11
193 H 2.7332 -4.8264 0.7873  0.11
194 C 4.2324 -1.9344 -3.2863  -0.21
195 H -7.1656 -2.8799 -0.9727  0.13
196 H -2.1019 1.6787 1.3564  0.12
197 C -7.4355 -1.1412 3.4234  0.00
198 H 5.4362 -4.2748 1.0918  0.12
199 H -1.3230 -8.2042 4.6053  0.12
200 H 4.8382 2.5590 -11.9890  0.12
201 H -7.9145 -0.8791 2.4800  0.12
202 H -2.9772 0.7770 3.2863  0.10
203 C -4.6504 5.5368 3.1314  -0.30
204 H 6.1350 -2.1209 0.2677  0.11
205 H 2.1331 1.3645 -6.7313  0.08
206 H 7.9533 -0.4171 1.9569  0.09
207 H 8.9014 -3.4400 -1.8020  0.09
208 C 0.5723 -4.9481 5.6805  -0.10
209 H -7.7640 3.6709 8.1762  0.13
210 H -5.2782 4.9728 3.8212  0.12
211 H 4.2431 0.3121 0.3199  0.11
212 H -10.3988 -2.6918 2.1404  0.13
213 H -4.0609 6.1667 3.7976  0.12
214 H 1.1781 7.5179 -5.0711  0.08
215 H -0.1454 -8.9584 3.3928  0.13
216 C 3.0918 -0.8725 2.3474  -0.14
217 O -2.1998 -1.0864 3.2826  -0.19
218 H 0.5028 3.8101 -4.2725  0.11
219 H -11.3602 -3.4534 0.9916  0.13
220 H -7.9838 4.4021 6.5783  0.12
221 H 2.8898 3.7531 -0.4485  0.07
222 H 0.9710 0.1755 -1.3322  0.12
223 H -5.5650 3.5665 6.6825  0.14
224 C 7.1520 0.2899 2.1717  -0.12
225 C 1.7789 1.0062 -9.9485  -0.24
226 H 0.0497 -3.9251 -2.3212  0.09
227 H 2.1504 4.5274 0.8446  0.06
228 C 3.9916 -0.5835 -2.7157  -0.19
229 C -1.8477 4.4361 4.1727  -0.15
230 H -6.5909 7.4752 3.6079  0.08

HOMO-LUMO gap (spin up / spin down): 8.05 / 1.87 eV
net charge: +1
⟨S²⟩: 0.755
energy relative to the best compared isomer or geometry (same formula, charge and spin): 243.22 kJ/mol
2S+1: 2